256
Properties=species:S:1:pos:R:3:forces:R:3:lowdin_charge:R:1 method="wB97M-V/def2-TZVPD" gap_ha="0.0458 / 0.3012" total_charge=-1 mol_weight_g_mol=1404.01 fmax_ev_per_a=3.030 multiplicity=2 e_tot_ev=-127859.339 e_homo_ev="0.4474 / -6.5042"
C 3.508 5.923 5.466 -0.39 0.48 -0.49 -0.122
O 2.997 4.629 5.254 0.26 -0.29 0.97 -0.204
C 2.434 4.401 3.961 0.18 -0.24 1.11 -0.179
C 1.484 3.183 3.978 0.25 -0.22 -1.67 -0.166
N 2.140 1.870 4.003 1.95 0.09 2.32 -0.040
C 2.706 1.602 5.379 0.58 -1.12 -0.39 -0.147
C 3.305 0.173 5.467 0.69 -0.66 -0.62 -0.205
O 2.412 -0.917 5.349 -1.86 -0.02 0.48 -0.214
C 2.665 -2.132 6.040 0.98 0.84 0.06 -0.098
H 4.315 6.140 4.767 -0.04 0.24 -0.31 0.085
H 3.904 6.171 6.451 0.05 -1.16 0.34 0.081
H 2.689 6.638 5.397 -0.08 0.35 -0.61 0.082
H 3.244 4.268 3.243 0.11 -0.42 -0.18 0.107
H 1.951 5.322 3.632 -0.68 -0.05 0.04 0.113
H 1.100 3.255 2.961 -0.55 -0.08 0.19 0.083
H 0.635 3.203 4.661 0.09 0.58 0.26 0.127
H 1.509 1.082 4.020 -1.16 0.34 -0.83 0.070
H 1.931 1.782 6.124 -0.27 -0.35 0.21 0.120
H 3.526 2.234 5.719 0.05 0.40 -0.70 0.105
H 3.988 0.062 6.309 -0.44 0.13 0.80 0.112
H 3.993 -0.052 4.652 0.34 0.98 -0.59 0.101
H 1.760 -2.717 6.201 -0.06 0.32 -0.25 0.078
H 3.129 -1.925 7.004 -0.10 0.06 0.32 0.082
H 3.406 -2.715 5.492 -0.03 -0.35 -0.22 0.081
C -1.947 10.855 -1.781 0.14 0.11 -0.78 -0.101
O -2.319 9.891 -2.811 -0.41 0.83 1.09 -0.185
C -3.665 10.047 -3.327 0.39 0.07 2.13 -0.237
C -4.042 8.895 -4.178 0.91 -0.93 -1.08 -0.235
N -4.197 7.621 -3.440 -1.16 0.18 0.05 -0.045
C -4.732 6.515 -4.272 0.82 0.17 0.03 -0.200
C -4.730 5.105 -3.613 -0.05 2.13 -1.58 -0.229
O -3.377 4.764 -3.462 -0.22 -0.34 1.62 -0.178
C -3.236 3.569 -2.684 0.36 -0.47 -0.88 -0.081
H -1.904 11.875 -2.164 -0.06 0.11 -0.57 0.073
H -0.941 10.657 -1.413 -0.03 -0.50 -0.34 0.079
H -2.561 10.972 -0.887 -0.67 -0.84 -0.12 0.079
H -3.789 11.050 -3.734 0.06 -0.10 -0.60 0.121
H -4.403 9.944 -2.531 0.12 0.44 0.74 0.117
H -3.253 8.767 -4.920 0.13 0.00 -0.55 0.117
H -4.934 9.208 -4.721 -0.32 -0.45 0.11 0.122
H -3.289 7.336 -3.104 0.12 0.01 0.08 0.101
H -4.081 6.432 -5.142 0.16 -0.31 -0.42 0.107
H -5.707 6.749 -4.699 -0.25 0.16 0.47 0.112
H -5.187 4.478 -4.379 -0.28 -0.47 0.11 0.113
H -5.349 5.117 -2.716 0.34 -0.23 0.36 0.123
H -2.343 3.591 -2.059 -0.04 0.36 -0.02 0.070
H -3.107 2.757 -3.399 0.08 -0.33 0.12 0.075
H -4.099 3.309 -2.070 -0.14 0.43 0.06 0.079
C -6.918 -1.585 -1.182 0.98 1.03 -1.63 -0.150
O -7.755 -2.097 -0.243 -1.17 -0.61 0.55 -0.170
C -7.274 -3.152 0.539 -0.70 -1.39 1.96 -0.216
C -8.533 -3.856 1.182 0.32 1.32 -1.31 -0.185
N -9.398 -4.367 0.090 0.22 -1.58 0.21 -0.057
C -8.961 -5.696 -0.413 -0.97 0.25 -0.90 -0.220
C -9.799 -6.129 -1.645 1.00 0.89 -0.25 -0.211
O -9.721 -5.111 -2.682 -1.28 -1.12 0.56 -0.213
C -10.694 -5.352 -3.722 1.39 0.66 0.54 -0.108
H -6.815 -2.184 -2.086 0.14 -0.63 0.04 0.088
H -5.918 -1.327 -0.835 0.19 -0.25 0.35 0.072
H -7.314 -0.652 -1.584 -0.32 0.16 0.37 0.078
H -6.581 -2.771 1.289 0.04 0.06 0.26 0.105
H -6.751 -3.995 0.088 0.31 0.41 -1.11 0.101
H -9.077 -3.075 1.713 -0.19 -0.06 0.10 0.097
H -8.295 -4.644 1.896 0.25 0.00 -0.21 0.093
H -9.276 -3.801 -0.738 -0.18 0.69 0.16 0.078
H -9.116 -6.522 0.281 0.16 0.29 0.51 0.107
H -7.915 -5.672 -0.719 0.25 -0.23 0.03 0.094
H -10.827 -6.377 -1.381 -0.25 0.43 0.09 0.111
H -9.364 -7.036 -2.065 0.15 -0.28 0.04 0.110
H -11.731 -5.331 -3.386 -0.03 0.24 0.29 0.080
H -10.532 -6.317 -4.204 0.18 -0.11 -0.14 0.077
H -10.461 -4.527 -4.395 -0.52 -0.24 -0.38 0.084
C -0.795 -0.367 -3.395 0.03 -0.04 0.64 -0.103
O -0.807 1.055 -3.557 0.41 -0.13 0.37 -0.179
C -0.144 1.730 -2.473 0.22 1.12 0.11 -0.188
C 0.400 3.114 -2.924 -1.09 -1.39 -0.91 -0.181
N 1.637 2.942 -3.671 -0.25 0.53 -0.04 -0.071
C 2.079 4.232 -4.196 1.31 -0.03 0.26 -0.177
C 3.504 4.103 -4.797 -0.90 -0.60 0.66 -0.230
O 3.491 3.468 -6.033 -0.72 0.68 -1.99 -0.197
C 2.956 4.306 -7.117 0.96 -1.48 1.12 -0.064
H -1.276 -0.878 -4.229 0.16 0.43 -0.25 0.079
H -1.315 -0.703 -2.497 -0.43 0.35 0.24 0.066
H 0.210 -0.759 -3.242 0.36 0.13 -0.43 0.090
H 0.692 1.137 -2.102 0.01 -0.19 0.03 0.099
H -0.810 1.968 -1.644 -0.37 -0.64 0.08 0.098
H 0.429 3.870 -2.140 0.42 -0.32 0.24 0.109
H -0.335 3.454 -3.653 -0.55 0.46 0.09 0.113
H 1.311 2.351 -4.422 0.45 -0.25 -0.55 0.127
H 2.112 4.886 -3.325 0.16 0.25 -0.01 0.119
H 1.400 4.697 -4.911 -0.26 -0.05 -0.16 0.110
H 4.048 3.374 -4.195 0.23 0.48 0.46 0.115
H 4.029 5.056 -4.862 0.02 0.25 0.16 0.115
H 3.352 3.810 -8.003 -0.24 0.33 -0.16 0.085
H 3.355 5.314 -7.010 -0.09 0.12 -0.14 0.083
H 1.866 4.293 -7.117 0.00 0.13 -0.04 0.076
C 11.582 0.536 9.537 -0.41 -0.83 0.72 -0.107
O 11.574 -0.364 8.455 0.76 1.46 -1.15 -0.194
C 10.547 -1.307 8.429 0.61 -1.48 1.44 -0.255
C 10.560 -1.940 7.066 -1.15 0.93 -0.60 -0.195
N 9.501 -2.923 6.756 0.45 0.87 1.90 -0.051
C 9.615 -3.350 5.420 0.26 0.32 -1.71 -0.277
C 8.463 -4.239 4.983 0.56 -0.73 0.75 -0.208
O 7.180 -3.651 5.144 0.51 0.26 0.95 -0.183
C 6.876 -2.630 4.219 0.29 -0.40 -0.82 -0.103
H 11.978 0.009 10.405 -0.07 -0.02 0.41 0.082
H 10.562 0.848 9.761 -0.11 0.24 0.09 0.083
H 12.213 1.417 9.422 -0.01 -0.20 -0.77 0.086
H 9.573 -0.887 8.682 -0.20 0.19 -0.08 0.124
H 10.820 -2.043 9.185 -0.46 -0.38 0.39 0.124
H 11.547 -2.314 6.796 -0.09 -0.18 0.19 0.127
H 10.385 -1.018 6.511 0.26 0.01 -1.13 0.119
H 8.589 -2.520 6.919 -0.14 0.10 0.10 0.112
H 10.624 -3.759 5.367 -0.20 -0.95 -0.50 0.123
H 9.668 -2.552 4.680 0.01 0.84 -0.07 0.102
H 8.561 -5.084 5.665 -0.81 -0.23 0.03 0.121
H 8.588 -4.643 3.978 0.11 0.24 -0.29 0.122
H 6.030 -2.024 4.543 -0.10 -0.39 0.17 0.079
H 6.672 -3.143 3.280 -0.40 0.30 -0.34 0.078
H 7.690 -1.937 4.003 0.30 0.04 0.31 0.081
C -3.635 0.539 -0.260 0.24 0.33 0.05 -0.065
O -2.221 0.404 -0.042 -1.93 0.98 -1.15 -0.221
C -1.755 -0.617 0.783 0.56 0.33 0.00 -0.202
C -0.226 -0.530 0.491 -0.78 -1.30 1.59 -0.163
N 0.445 -1.275 1.558 1.64 0.83 0.51 -0.048
C 1.929 -1.205 1.544 0.51 -1.20 -0.71 -0.154
C 2.476 -2.023 0.341 0.68 0.96 -0.62 -0.180
O 3.921 -2.005 0.149 -0.49 0.81 -0.44 -0.230
C 4.702 -2.799 1.033 -1.25 -0.23 -0.36 -0.092
H -3.798 1.545 -0.646 0.16 0.13 0.12 0.069
H -4.254 0.435 0.630 0.28 -0.08 0.37 0.082
H -4.087 -0.110 -1.010 0.53 -0.54 -0.14 0.063
H -2.319 -1.541 0.657 0.49 -0.48 -0.68 0.111
H -1.962 -0.398 1.831 0.33 0.41 0.38 0.097
H 0.025 0.526 0.587 0.10 0.05 -0.29 0.116
H 0.027 -0.940 -0.487 -0.19 0.35 -0.32 0.091
H 0.270 -2.260 1.422 -0.72 -0.56 0.32 0.046
H 2.388 -1.701 2.399 -0.58 0.15 0.67 0.097
H 2.341 -0.196 1.535 -0.25 0.15 -0.24 0.101
H 2.048 -1.563 -0.549 0.46 0.18 -0.33 0.102
H 2.083 -3.037 0.266 0.11 -0.41 0.69 0.102
H 4.302 -3.803 0.895 0.16 -0.39 0.90 0.072
H 4.630 -2.381 2.037 0.02 -0.43 0.27 0.071
H 5.752 -2.861 0.746 -0.07 0.53 -0.38 0.084
C -6.877 -0.312 -4.399 -0.26 1.11 -0.61 -0.128
O -5.736 -0.339 -3.589 1.05 -0.97 -0.14 -0.204
C -4.488 -0.581 -4.285 -0.12 1.71 0.75 -0.156
C -4.048 0.528 -5.282 -1.26 -1.56 0.66 -0.191
N -4.674 0.236 -6.544 0.70 0.35 -1.87 -0.062
C -4.760 1.379 -7.421 -1.14 0.31 -0.37 -0.219
C -5.828 1.126 -8.464 -0.53 -0.73 -0.82 -0.228
O -7.138 1.012 -7.886 -0.89 0.06 -0.08 -0.206
C -8.215 0.733 -8.827 1.40 0.15 -0.35 -0.082
H -6.904 -1.020 -5.227 0.26 -0.45 0.11 0.091
H -6.910 0.682 -4.845 -0.36 0.19 -0.35 0.084
H -7.802 -0.422 -3.834 0.29 -0.20 0.38 0.085
H -4.463 -1.541 -4.802 -0.23 -0.13 -0.01 0.127
H -3.728 -0.564 -3.504 -0.19 -0.34 0.24 0.095
H -2.962 0.436 -5.286 0.12 0.25 -0.58 0.104
H -4.317 1.543 -4.988 0.02 0.13 0.67 0.104
H -5.638 -0.062 -6.547 0.13 -0.42 1.07 0.069
H -3.861 1.689 -7.954 0.34 -0.34 0.19 0.123
H -5.123 2.247 -6.871 0.13 0.55 0.29 0.111
H -5.635 0.178 -8.966 0.27 -0.27 -0.13 0.120
H -5.778 1.881 -9.249 -0.27 0.40 0.04 0.117
H -8.029 -0.173 -9.404 0.31 -0.33 0.13 0.078
H -8.255 1.521 -9.580 -0.12 0.33 0.07 0.078
H -9.203 0.605 -8.387 0.43 0.31 0.67 0.084
C -2.449 -4.004 -2.458 -0.99 -1.45 -1.42 -0.143
O -1.651 -4.793 -1.623 -0.22 0.98 1.72 -0.167
C -1.411 -4.108 -0.391 0.41 0.15 0.17 -0.242
C -0.506 -4.882 0.509 -0.05 -0.01 0.19 -0.205
N -0.269 -4.058 1.709 1.18 -1.15 -0.14 -0.057
C 0.770 -4.682 2.548 0.67 1.28 1.35 -0.177
C 0.561 -4.302 4.083 -1.06 -0.62 -1.18 -0.177
O -0.817 -4.402 4.461 -0.32 -0.25 0.04 -0.248
C -1.310 -5.752 4.426 1.06 -0.46 -0.31 -0.201
H -3.358 -3.578 -2.032 0.30 0.37 0.70 0.087
H -2.866 -4.751 -3.133 -0.04 0.11 -0.50 0.084
H -1.919 -3.293 -3.092 0.36 0.35 0.35 0.074
H -2.235 -3.838 0.269 -1.15 -0.19 -0.76 0.106
H -0.900 -3.167 -0.596 0.16 0.33 -0.26 0.106
H 0.378 -5.056 -0.103 0.59 -0.11 0.62 0.102
H -0.918 -5.838 0.832 -0.17 -0.26 -0.38 0.107
H -1.098 -3.966 2.279 -0.56 -0.22 -0.09 0.096
H 1.711 -4.212 2.264 0.37 0.09 0.06 0.087
H 0.990 -5.737 2.389 -0.80 -0.34 0.00 0.103
H 0.864 -3.265 4.225 -0.24 0.05 -0.02 0.085
H 1.103 -4.926 4.793 0.54 -0.21 -0.34 0.112
H -0.588 -6.444 4.862 0.37 0.04 0.56 0.064
H -1.365 -6.149 3.413 -0.48 0.34 -0.37 0.050
H -2.249 -5.940 4.946 -0.06 0.83 -0.12 0.052
C -3.759 -2.814 3.634 0.34 -1.38 -0.28 -0.198
O -4.019 -3.583 2.458 0.43 1.09 -0.74 -0.283
H -4.692 -2.615 4.161 0.16 0.53 0.08 0.063
H -3.098 -3.412 4.261 -0.05 0.13 0.48 0.050
H -3.161 -1.952 3.338 -0.52 0.27 -0.03 0.046
H -4.444 -4.417 2.671 -0.25 -0.60 0.38 -0.014
C -1.009 -0.698 4.906 -0.38 -0.78 0.42 -0.157
O -0.440 0.249 4.058 0.38 0.62 -0.37 -0.141
H -0.951 -1.713 4.513 0.06 -0.11 -0.28 0.062
H -0.463 -0.741 5.849 -0.31 0.27 0.30 0.078
H -2.074 -0.483 4.995 -0.05 0.04 0.59 0.077
H -0.145 -0.264 3.302 0.38 -0.16 -0.93 0.023
C 3.545 1.228 -1.483 0.08 0.12 0.37 -0.151
O 3.612 1.152 -2.908 0.64 -0.49 1.04 -0.149
H 3.561 2.207 -1.004 0.52 0.63 -0.69 0.064
H 2.621 0.875 -1.027 -0.26 -0.84 -0.35 0.051
H 4.386 0.677 -1.063 -0.16 -0.16 -0.08 0.073
H 2.997 1.794 -3.269 -0.67 0.49 -0.02 0.000
C 4.775 2.001 2.258 -0.26 -0.35 -0.44 -0.149
O 3.571 2.005 1.521 0.28 0.33 -1.06 -0.158
H 4.721 2.752 3.046 0.37 -0.19 0.24 0.064
H 4.961 0.993 2.627 0.06 -0.01 0.57 0.065
H 5.602 2.199 1.577 -0.10 0.34 -0.08 0.079
H 2.846 1.933 2.146 -0.10 -0.17 0.81 0.014
C 3.411 -5.256 -1.432 -0.02 1.04 -1.06 -0.176
O 4.278 -5.914 -0.546 -0.14 -0.38 0.24 -0.121
H 3.582 -5.513 -2.477 0.22 -0.30 -0.15 0.076
H 2.337 -5.378 -1.287 -0.05 -0.23 0.58 0.067
H 3.645 -4.193 -1.390 -0.11 0.04 0.21 0.056
H 4.127 -6.856 -0.651 0.09 -0.12 0.15 0.076
C -3.865 2.457 2.929 1.46 0.94 -1.03 -0.029
C -2.661 3.459 3.027 -0.09 0.41 0.97 -0.411
C -1.709 3.519 1.831 0.76 -0.56 0.57 -0.168
O -0.583 4.407 2.120 -0.64 -0.17 -1.49 -0.224
C 0.232 4.507 0.931 0.09 0.61 0.90 -0.104
N -3.063 4.824 3.376 -0.60 -0.34 0.28 0.031
H -4.491 2.818 2.113 -0.39 -0.15 0.03 0.070
H -4.446 2.333 3.842 0.27 0.28 -0.03 0.077
H -3.441 1.504 2.614 -0.17 -0.18 0.11 0.052
H -2.071 3.169 3.896 0.25 -0.41 -0.07 0.127
H -2.199 3.862 0.920 -0.22 0.04 -0.14 0.119
H -1.278 2.530 1.674 -0.09 -0.27 -0.32 0.113
H 0.999 5.265 1.085 0.05 -0.01 0.47 0.085
H -0.304 4.887 0.062 -0.50 -0.36 -0.08 0.076
H 0.762 3.581 0.708 -0.21 -0.31 -0.12 0.081
H -2.212 5.330 3.576 -0.04 0.29 -0.12 0.059
H -3.518 5.259 2.586 -0.05 0.25 -0.13 0.064
C 6.596 -0.821 -2.851 0.24 -0.34 -0.14 -0.060
C 5.891 -1.978 -3.533 0.32 -0.68 -0.12 -0.414
C 6.339 -3.425 -3.165 -0.44 1.48 0.40 -0.212
O 7.652 -3.675 -3.571 1.07 0.28 -0.54 -0.179
C 8.229 -4.845 -3.049 -0.73 -0.34 0.64 -0.118
N 4.452 -1.886 -3.235 0.13 -0.24 -0.37 0.060
H 6.465 -0.932 -1.775 0.24 0.22 0.18 0.076
H 6.086 0.081 -3.189 0.03 0.15 0.19 0.068
H 7.643 -0.731 -3.140 0.14 -0.13 0.24 0.074
H 6.143 -1.901 -4.590 -0.68 0.13 -0.38 0.131
H 5.635 -4.113 -3.634 -0.10 -0.21 0.10 0.121
H 6.258 -3.445 -2.078 -0.04 -0.59 0.41 0.116
H 7.625 -5.719 -3.294 -0.06 -0.24 -0.33 0.081
H 8.229 -4.829 -1.960 0.08 0.21 0.33 0.080
H 9.257 -5.022 -3.365 -0.15 0.48 -0.39 0.084
H 4.186 -0.912 -3.275 -0.20 0.44 -0.68 0.029
H 4.349 -2.006 -2.238 0.05 -0.59 0.56 0.035